Record 1
Computed, not measured: a cluster of 2 separate species, C42H39BF6O2 in total, with the ωB97M-V functional and the def2-TZVPD basis.

```
90
C42H39BF6O2 the ωB97M-V functional and the def2-TZVPD basis
C 5.564 -2.813 4.203
C 4.351 -3.117 4.793
C 3.335 -2.191 4.813
C 3.509 -0.920 4.246
C 2.441 0.076 4.270
C 1.096 -0.363 4.257
C -0.007 0.416 4.472
C -1.368 -0.043 4.379
C -2.408 0.899 4.348
C -3.719 0.503 4.237
C -4.038 -0.840 4.176
C -3.033 -1.788 4.193
C -1.715 -1.402 4.290
C 2.795 1.496 4.269
C 2.040 2.440 3.558
C 2.402 3.766 3.537
C 3.527 4.191 4.218
C 4.302 3.278 4.910
C 3.946 1.950 4.934
C 4.746 -0.638 3.645
C 5.754 -1.572 3.625
H 6.361 -3.540 4.199
H 4.204 -4.082 5.250
H 2.404 -2.427 5.298
H 0.935 -1.404 4.042
H 0.138 1.449 4.734
H -2.157 1.946 4.381
H -4.497 1.246 4.183
H -5.068 -1.144 4.098
H -3.285 -2.833 4.116
H -0.948 -2.158 4.298
H 1.199 2.105 2.975
H 1.812 4.469 2.972
H 3.803 5.233 4.203
H 5.189 3.608 5.426
H 4.557 1.243 5.469
H 4.892 0.315 3.168
H 6.696 -1.336 3.160
C -1.679 -3.311 -4.844
C -1.759 -2.704 -3.441
C -2.897 -3.359 -2.653
C -0.349 -2.784 -2.702
C -0.499 -2.552 -1.195
C 0.396 -4.096 -2.959
O 0.390 -1.690 -3.253
B -0.651 -0.659 -3.560
C -0.592 0.500 -2.457
C 0.628 0.896 -1.967
C 0.706 1.950 -1.082
C 2.060 2.385 -0.557
F 1.896 3.430 0.277
F 2.618 1.348 0.097
F 2.828 2.739 -1.607
C -0.447 2.603 -0.697
C -1.672 2.204 -1.193
C -2.946 2.924 -0.802
F -3.514 3.417 -1.920
F -3.773 2.039 -0.213
F -2.645 3.923 0.051
C -1.740 1.147 -2.074
C -0.346 0.010 -5.016
C -1.396 0.977 -5.429
C -1.160 2.344 -5.411
C -2.155 3.231 -5.762
C -3.399 2.768 -6.130
C -3.646 1.414 -6.146
C -2.654 0.525 -5.793
O -2.004 -1.300 -3.576
H -1.533 -4.388 -4.804
H -2.597 -3.113 -5.393
H -0.856 -2.873 -5.401
H -2.707 -4.419 -2.494
H -3.034 -2.881 -1.686
H -3.833 -3.259 -3.198
H -1.025 -3.374 -0.715
H 0.478 -2.456 -0.728
H -1.047 -1.632 -1.003
H -0.175 -4.952 -2.603
H 0.601 -4.231 -4.018
H 1.355 -4.089 -2.445
H 1.525 0.387 -2.276
H -0.390 3.432 -0.009
H -2.692 0.837 -2.470
H 0.627 0.491 -4.912
H -0.243 -0.798 -5.738
H -0.193 2.709 -5.110
H -1.962 4.290 -5.735
H -4.178 3.463 -6.394
H -4.620 1.048 -6.423
H -2.855 -0.532 -5.778
```

* frontier orbital gap: 2.49 eV
* HOMO energy: -6.2 eV
* electronic energy: -2398.41060 Ha

Record 2
Computed, not measured: a cluster of 6 separate species, C18H42N6O6 in total, with the ωB97M-V functional and the def2-TZVPD basis.

```
72
C18H42N6O6 the ωB97M-V functional and the def2-TZVPD basis
C -15.588 -39.038 4.333
N -16.682 -38.137 4.112
C -17.551 -37.833 5.121
C -18.590 -36.774 4.812
O -17.499 -38.354 6.203
H -15.190 -39.369 3.375
H -15.939 -39.929 4.856
H -14.773 -38.601 4.906
H -16.907 -37.946 3.157
H -19.533 -37.109 5.236
H -18.696 -36.521 3.759
H -18.290 -35.853 5.316
C -19.466 -35.762 8.105
N -19.477 -36.180 9.478
C -20.567 -36.427 10.240
C -21.847 -36.732 9.519
O -20.418 -36.604 11.460
H -20.408 -35.839 7.579
H -18.746 -36.377 7.556
H -19.063 -34.746 8.051
H -18.648 -36.056 10.036
H -22.604 -37.194 10.132
H -21.630 -37.244 8.579
H -22.300 -35.798 9.147
C -20.577 -39.307 13.111
N -21.713 -39.585 13.949
C -21.694 -39.376 15.311
C -23.000 -39.737 15.982
O -20.702 -38.917 15.926
H -20.890 -39.020 12.115
H -19.886 -40.158 13.158
H -19.975 -38.478 13.477
H -22.473 -40.096 13.538
H -22.941 -40.030 17.027
H -23.511 -40.592 15.526
H -23.630 -38.853 15.838
C -19.750 -35.755 14.903
N -19.109 -35.368 13.685
C -18.520 -34.152 13.598
C -18.005 -33.753 12.231
O -18.407 -33.387 14.535
H -20.737 -35.279 14.979
H -19.161 -35.550 15.785
H -19.997 -36.819 14.863
H -19.357 -35.909 12.853
H -18.356 -34.260 11.342
H -16.908 -33.739 12.260
H -18.214 -32.680 12.136
C -22.413 -44.281 10.272
N -22.490 -42.915 9.735
C -23.342 -42.008 10.260
C -23.532 -40.712 9.555
O -23.992 -42.258 11.265
H -21.952 -44.268 11.263
H -21.844 -44.898 9.584
H -23.404 -44.714 10.419
H -22.049 -42.701 8.861
H -22.657 -40.058 9.569
H -24.345 -40.151 9.994
H -23.865 -40.795 8.514
C -27.317 -37.407 7.896
N -27.194 -37.780 9.280
C -25.959 -37.963 9.837
C -25.946 -38.265 11.333
O -24.926 -37.688 9.224
H -27.026 -38.279 7.314
H -26.630 -36.595 7.672
H -28.328 -37.089 7.675
H -27.998 -37.769 9.876
H -26.919 -38.529 11.755
H -25.644 -37.324 11.798
H -25.280 -39.080 11.601
```

* frontier orbital gap: 8.85 eV
* HOMO energy: -8.5 eV
* electronic energy: -1491.10375 Ha

Record 3
Computed, not measured: the ion C4H11NOP with charge +1, with the ωB97M-V functional and the def2-TZVPD basis.

```
18
C4H11NOP the ωB97M-V functional and the def2-TZVPD basis
H -1.946 0.945 -3.911
P -2.033 0.804 -2.377
C -0.585 0.318 -1.681
C -0.530 -0.224 -0.231
N -0.066 -1.712 -0.132
C 0.524 0.619 0.570
C 0.307 0.653 2.152
O 1.787 0.083 0.285
H 0.302 0.042 -2.073
H -1.406 -0.111 0.377
H -0.376 -2.245 -0.950
H -0.392 -2.186 0.729
H 1.056 -1.616 0.031
H 0.360 1.640 0.212
H -0.202 -0.204 2.520
H -0.308 1.655 2.262
H 1.226 0.967 2.569
H 2.283 0.572 -0.353
```

* frontier orbital gap: 9.54 eV
* total charge: +1
* HOMO energy: -13.7 eV
* electronic energy: -630.01277 Ha

Record 4
Computed, not measured: a structure of composition C22H67AsF6N3O15, with the ωB97M-V functional and the def2-TZVPD basis.

```
114
C22H67AsF6N3O15 the ωB97M-V functional and the def2-TZVPD basis
As 0.509 -0.095 0.093
F 1.745 1.151 0.083
F 1.709 -1.397 0.420
F -0.719 -1.297 -0.006
F -0.665 1.189 -0.195
F 0.774 -0.295 -1.627
F 0.294 0.014 1.862
C 0.659 3.602 -2.760
C 0.110 5.027 -2.633
C 0.147 5.485 -1.183
O -0.337 6.808 -1.016
C -1.743 6.772 -0.729
N 0.987 5.872 -3.457
H 1.647 3.499 -2.307
H 0.849 3.222 -3.769
H -0.003 2.818 -2.391
H -0.915 5.143 -2.988
H 1.169 5.597 -0.804
H -0.237 4.738 -0.481
H -2.096 6.333 0.204
H -2.255 6.346 -1.596
H -2.173 7.778 -0.721
H 0.905 6.872 -3.369
H 1.957 5.605 -3.500
C -2.499 0.888 4.882
C -1.407 -0.193 4.756
C -0.880 -0.759 6.024
O -0.104 0.221 6.724
C -0.664 0.661 7.937
N -2.138 -1.293 4.071
H -1.966 1.661 5.458
H -3.308 0.711 5.591
H -2.824 1.272 3.923
H -0.548 0.171 4.193
H -0.237 -1.611 5.779
H -1.630 -1.227 6.671
H -0.133 1.503 8.371
H -0.638 -0.159 8.668
H -1.742 0.831 7.857
H -1.738 -2.165 4.418
H -1.821 -1.283 3.104
C 2.837 -3.083 -5.796
C 1.681 -3.830 -5.158
C 0.658 -2.894 -4.512
O -0.534 -3.532 -4.098
C -1.476 -2.640 -3.581
N 1.006 -4.637 -6.184
H 3.301 -2.440 -5.045
H 2.464 -2.422 -6.583
H 3.552 -3.807 -6.184
H 2.127 -4.525 -4.439
H 0.414 -2.067 -5.196
H 1.102 -2.289 -3.710
H -1.080 -2.050 -2.741
H -2.366 -3.204 -3.314
H -1.712 -1.750 -4.181
H 1.608 -4.644 -6.992
H 0.058 -4.313 -6.304
C 0.529 -5.535 -1.044
C -0.154 -4.197 -0.689
O -1.061 -4.222 0.405
O 1.273 -6.065 0.026
H 1.201 -5.304 -1.872
H -0.192 -6.263 -1.428
H -0.718 -3.700 -1.480
H 0.659 -3.495 -0.481
H -0.887 -3.395 0.863
H 0.648 -6.360 0.695
C 2.816 0.387 3.360
C 2.299 1.289 4.511
O 2.785 2.605 4.418
O 2.049 -0.800 3.402
H 3.790 -0.049 3.608
H 2.908 0.917 2.410
H 2.509 0.886 5.505
H 1.228 1.466 4.397
H 3.728 2.775 4.424
H 1.130 -0.549 3.159
C -5.413 -0.828 -1.653
C -4.251 -0.474 -0.733
O -4.140 0.943 -0.581
O -6.727 -0.827 -1.108
H -5.221 -1.867 -1.963
H -5.470 -0.370 -2.645
H -3.354 -0.779 -1.271
H -4.315 -0.944 0.250
H -4.954 1.159 -0.111
H -7.308 -1.389 -1.620
C -1.000 3.486 2.413
C -2.205 2.816 1.808
O -2.530 3.376 0.543
O 0.205 3.195 1.709
H -0.859 3.175 3.461
H -1.141 4.533 2.699
H -3.096 2.850 2.442
H -1.970 1.759 1.662
H -2.471 2.633 -0.068
H 0.000 2.386 1.211
C 4.452 -4.258 -1.566
C 3.685 -3.055 -0.960
O 4.446 -1.982 -0.451
O 4.984 -4.064 -2.875
H 3.711 -5.049 -1.663
H 5.253 -4.588 -0.900
H 3.010 -3.426 -0.185
H 3.060 -2.736 -1.804
H 3.799 -1.318 -0.185
H 5.737 -3.472 -2.930
O 2.736 3.913 0.871
H 2.605 3.079 0.413
H 2.196 3.835 1.666
O -0.937 0.768 -3.853
H -0.321 0.915 -4.576
H -0.414 0.324 -3.174
```

* frontier orbital gap: 8.60 eV
* total charge: -1
* HOMO energy: -6.3 eV
* electronic energy: -5006.28530 Ha

Record 5
Computed, not measured: a cluster of 5 separate species, C34H67N2O8S4 in total, with the ωB97M-V functional and the def2-TZVPD basis.

```
115
C34H67N2O8S4 the ωB97M-V functional and the def2-TZVPD basis
C -2.190 1.268 1.584
C -1.062 0.251 1.960
C -0.458 -0.520 0.753
C 0.496 0.459 0.002
C 1.978 0.003 -0.032
C 2.959 1.114 0.418
C 4.206 1.208 -0.502
C 4.146 2.485 -1.369
C 5.515 2.974 -1.890
C 5.882 2.437 -3.285
C 5.927 0.894 -3.399
C 4.578 0.182 -3.634
C 4.189 -0.079 -5.093
C 3.752 1.162 -5.904
C 2.842 2.111 -5.131
N 2.598 3.321 -5.958
C 3.554 4.118 -6.542
C 2.940 5.091 -7.239
N 1.592 4.864 -7.041
C 1.408 3.806 -6.273
H -1.857 2.254 1.939
H -3.080 1.009 2.162
H -2.421 1.306 0.519
H -0.244 0.832 2.398
H -1.440 -0.452 2.706
H 0.092 -1.391 1.123
H -1.245 -0.917 0.106
H 0.124 0.566 -1.024
H 0.387 1.435 0.478
H 2.187 -0.296 -1.064
H 2.131 -0.879 0.595
H 2.413 2.064 0.393
H 3.279 0.996 1.457
H 5.067 1.350 0.161
H 4.338 0.300 -1.091
H 3.772 3.261 -0.693
H 3.394 2.403 -2.161
H 6.311 2.694 -1.195
H 5.467 4.068 -1.935
H 6.897 2.792 -3.506
H 5.255 2.879 -4.070
H 6.357 0.505 -2.470
H 6.635 0.661 -4.201
H 4.667 -0.805 -3.166
H 3.730 0.663 -3.148
H 5.028 -0.546 -5.620
H 3.363 -0.792 -5.129
H 4.638 1.637 -6.336
H 3.163 0.792 -6.753
H 1.848 1.683 -4.978
H 3.213 2.392 -4.149
H 4.609 3.925 -6.449
H 3.346 5.884 -7.841
H 0.879 5.442 -7.463
H 0.478 3.373 -5.940
C -0.925 -3.624 -4.588
C -1.795 -2.410 -4.240
C -1.096 -1.655 -3.102
S 0.658 -1.994 -3.281
O 1.102 -2.750 -2.143
O 1.345 -0.789 -3.698
C 0.505 -3.100 -4.679
H -1.238 -4.093 -5.519
H -0.998 -4.370 -3.793
H -1.881 -1.761 -5.115
H -2.803 -2.705 -3.952
H -1.259 -0.581 -3.163
H -1.407 -2.021 -2.125
H 1.259 -3.881 -4.612
H 0.652 -2.512 -5.586
C -4.746 -4.370 3.374
C -4.622 -3.286 4.453
C -3.965 -2.064 3.793
S -4.406 -2.130 2.053
O -3.206 -2.334 1.286
O -5.323 -1.059 1.751
C -5.309 -3.671 2.141
H -5.386 -5.185 3.696
H -3.758 -4.782 3.148
H -5.610 -3.018 4.817
H -4.043 -3.621 5.303
H -4.329 -1.131 4.216
H -2.879 -2.106 3.862
H -5.164 -4.231 1.220
H -6.364 -3.430 2.273
C 0.919 6.874 2.365
C 2.237 6.326 1.804
C 2.082 4.806 1.669
S 0.329 4.501 1.416
O -0.183 3.779 2.550
O 0.111 4.051 0.063
C -0.187 6.209 1.552
H 0.869 7.960 2.292
H 0.824 6.602 3.418
H 2.424 6.765 0.821
H 3.083 6.578 2.441
H 2.636 4.414 0.821
H 2.381 4.289 2.580
H -1.164 6.259 2.028
H -0.239 6.621 0.544
C -6.661 -6.665 8.715
C -5.161 -6.970 8.615
C -4.630 -6.262 7.362
S -5.691 -4.834 7.111
O -6.423 -5.019 5.884
O -4.950 -3.632 7.395
C -6.797 -5.164 8.475
H -7.069 -6.952 9.683
H -7.203 -7.217 7.943
H -4.652 -6.584 9.500
H -4.969 -8.041 8.569
H -3.604 -5.924 7.489
H -4.706 -6.894 6.479
H -7.807 -4.857 8.211
H -6.443 -4.593 9.333
```

* frontier orbital gap: 8.70 eV
* total charge: +1
* HOMO energy: -11.1 eV
* electronic energy: -3639.61346 Ha

Record 6
Computed, not measured: a cluster of 2 separate species, C29H31F6N2OS in total, with the ωB97M-V functional and the def2-TZVPD basis.

```
70
C29H31F6N2OS the ωB97M-V functional and the def2-TZVPD basis
C 4.957 2.850 0.099
N 4.922 1.657 -0.702
C 6.188 1.234 -1.266
C 6.341 1.858 -2.624
F 7.501 1.573 -3.273
F 5.298 1.462 -3.431
F 6.238 3.226 -2.526
C 3.758 0.969 -0.887
C 3.691 -0.449 -0.823
C 2.459 -1.069 -0.849
C 1.252 -0.348 -1.141
C 0.012 -1.032 -1.109
C -1.259 -0.473 -1.444
C -2.309 -1.326 -1.928
C -3.516 -0.816 -2.357
C -3.714 0.582 -2.407
N -4.914 1.116 -2.845
C -5.186 1.329 -4.244
C -6.047 1.268 -1.944
C -5.899 2.549 -1.169
F -6.994 2.912 -0.446
F -4.837 2.443 -0.295
F -5.609 3.581 -2.035
C -2.681 1.435 -1.963
C -1.571 0.911 -1.345
C 1.418 1.034 -1.487
C 2.586 1.703 -1.198
H 4.238 2.781 0.925
H 5.966 2.951 0.509
H 4.710 3.748 -0.482
H 6.989 1.620 -0.626
H 6.207 0.147 -1.381
H 4.610 -1.006 -0.651
H 2.388 -2.145 -0.692
H 0.084 -2.123 -1.044
H -2.128 -2.401 -1.998
H -4.326 -1.456 -2.724
H -4.560 0.666 -4.855
H -6.246 1.114 -4.431
H -4.973 2.370 -4.536
H -6.961 1.316 -2.545
H -6.064 0.450 -1.218
H -2.785 2.510 -2.114
H -0.907 1.596 -0.817
H 0.613 1.575 -1.995
H 2.658 2.794 -1.265
C -1.553 -4.567 1.049
S -1.507 -2.742 0.923
C -3.125 -2.409 1.686
C -0.384 -2.400 2.148
C 0.094 -1.109 2.488
C 0.945 -1.001 3.738
C 0.637 -1.696 4.918
C 1.374 -1.477 6.099
C 2.437 -0.567 6.098
C 2.771 0.108 4.913
C 2.036 -0.120 3.747
O -0.160 -0.082 1.828
H -2.146 -4.934 0.202
H -0.529 -4.939 0.954
H -2.006 -4.852 2.007
H -3.888 -2.527 0.907
H -3.274 -3.111 2.517
H -3.108 -1.369 2.024
H -0.060 -3.280 2.704
H -0.188 -2.410 4.897
H 1.116 -2.017 7.015
H 3.013 -0.384 7.011
H 3.604 0.816 4.891
H 2.306 0.384 2.813
```

* frontier orbital gap: 5.25 eV
* total charge: +1
* HOMO energy: -10.2 eV
* electronic energy: -2305.48408 Ha

Record 7
Computed, not measured: an isolated molecule of C7H10, with the ωB97M-V functional and the def2-TZVPD basis.

```
17
C7H10 the ωB97M-V functional and the def2-TZVPD basis
C 0.100 0.343 -0.258
C 0.785 0.263 0.902
C 1.528 0.171 2.165
C -0.641 0.397 -1.399
C 1.556 -1.066 2.965
C -1.014 1.680 -2.059
C -1.283 -0.877 -1.905
H 1.653 1.159 2.457
H 1.375 -0.781 4.005
H 2.612 -1.570 2.960
H 0.801 -1.813 2.615
H -0.308 2.471 -1.504
H -2.111 1.982 -1.812
H -0.869 1.577 -3.103
H -1.587 -1.531 -0.992
H -0.526 -1.577 -2.486
H -2.071 -0.830 -2.552
```

* frontier orbital gap (spin up / spin down): 6.80 / 7.48 eV
* HOMO energy (spin up / spin down): -5.8 / -9.0 eV
* electronic energy: -272.48704 Ha
* 2S+1: 3

Going through the records in order, we get max |F| values of 3.18, 2.77, 4.87, 2.99, 1.40, 2.09, 10.99 eV Å⁻¹.